(1)
Density functional theory data (wB97M-V/def2-TZVPD) for a cluster of 13 separate species, C18H55IN13O30P4 in total in a non-equilibrium geometry.

Bonds (Å) are listed after each position.
Geometry (Å):
1 C 0.977 1.763 -0.605  C2 1.516, H19 1.085, H20 1.080, H21 1.089
2 C 1.976 0.740 -1.108  C1 1.516, O3 1.447, H22 1.088, H23 1.085
3 O 1.319 -0.194 -1.996  C2 1.447, P4 1.611
4 P 2.188 -1.502 -2.356  O3 1.611, O5 1.464, C6 1.828, O16 1.581
5 O 2.939 -1.312 -3.598  P4 1.464
6 C 0.952 -2.826 -2.605  P4 1.828, C7 1.538, H24 1.089, H25 1.084
7 C -0.508 -2.353 -2.710  C6 1.538, P8 1.827, H26 1.090, H27 1.088
8 P -1.323 -1.921 -1.133  C7 1.827, I9 2.405, P10 2.207, P12 2.206
9 I 0.128 -1.887 0.785  P8 2.405
10 P -2.438 -0.028 -1.340  P8 2.207, N11 1.565, H28 1.402, H29 1.404
11 N -2.930 0.140 -2.816  P10 1.565, H30 1.012
12 P -2.835 -3.478 -0.740  P8 2.206, O13 1.450, O14 1.565, O15 1.588
13 O -3.562 -3.729 -1.970  P12 1.450
14 O -2.024 -4.723 -0.251  P12 1.565, H31 0.988
15 O -3.731 -3.058 0.502  P12 1.588, H32 0.973
16 O 3.042 -1.992 -1.119  P4 1.581, C17 1.458
17 C 4.385 -1.440 -0.995  O16 1.458, C18 1.516, H33 1.088, H34 1.084
18 C 5.319 -2.598 -0.699  C17 1.516, H35 1.083, H36 1.087, H37 1.083
19 H 0.308 2.074 -1.401  C1 1.085
20 H 1.480 2.617 -0.176  C1 1.080
21 H 0.419 1.307 0.213  C1 1.089
22 H 2.771 1.284 -1.613  C2 1.088
23 H 2.389 0.246 -0.234  C2 1.085
24 H 1.068 -3.580 -1.828  C6 1.089
25 H 1.187 -3.308 -3.548  C6 1.084
26 H -1.099 -3.158 -3.147  C7 1.090
27 H -0.556 -1.497 -3.380  C7 1.088
28 H -3.495 -0.138 -0.425  P10 1.402
29 H -1.636 1.063 -0.968  P10 1.404
30 H -2.672 -0.595 -3.463  N11 1.012
31 H -1.670 -4.592 0.662  O14 0.988
32 H -3.821 -2.090 0.541  O15 0.973
33 H 4.376 -0.766 -0.141  C17 1.088
34 H 4.692 -0.859 -1.857  C17 1.084
35 H 4.980 -3.031 0.234  C18 1.083
36 H 5.146 -3.345 -1.469  C18 1.087
37 H 6.354 -2.284 -0.645  C18 1.083
38 C -6.798 1.362 0.335  N39 1.489, H42 1.083, H43 1.077, H44 1.085
39 N -5.787 0.485 0.988  C38 1.489, O40 1.228, O41 1.207
40 O -4.602 0.788 0.882  N39 1.228
41 O -6.182 -0.488 1.583  N39 1.207
42 H -6.282 2.180 -0.152  C38 1.083
43 H -7.333 0.751 -0.372  C38 1.077
44 H -7.460 1.727 1.114  C38 1.085
45 C 2.027 6.755 -0.741  N46 1.490, H49 1.082, H50 1.085, H51 1.080
46 N 1.939 5.305 -0.407  C45 1.490, O47 1.216, O48 1.216
47 O 0.891 4.883 0.043  N46 1.216
48 O 2.929 4.628 -0.605  N46 1.216
49 H 1.078 7.220 -0.510  C45 1.082
50 H 2.825 7.176 -0.139  C45 1.085
51 H 2.258 6.830 -1.794  C45 1.080
52 C -2.006 -7.427 2.595  N53 1.486, H56 1.083, H57 1.086, H58 1.085
53 N -2.589 -6.060 2.617  C52 1.486, O54 1.200, O55 1.233
54 O -3.766 -5.938 2.819  N53 1.200
55 O -1.817 -5.119 2.423  N53 1.233
56 H -2.802 -8.138 2.779  C52 1.083
57 H -1.565 -7.576 1.613  C52 1.086
58 H -1.251 -7.469 3.373  C52 1.085
59 C -7.886 2.057 -4.005  N60 1.488, H63 1.083, H64 1.086, H65 1.086
60 N -7.973 2.442 -2.570  C59 1.488, O61 1.212, O62 1.218
61 O -7.511 3.511 -2.235  N60 1.212
62 O -8.506 1.648 -1.815  N60 1.218
63 H -7.392 2.855 -4.544  C59 1.083
64 H -7.318 1.134 -4.060  C59 1.086
65 H -8.901 1.910 -4.364  C59 1.086
66 C 1.818 -1.308 -7.023  N67 1.486, H70 1.083, H71 1.086, H72 1.085
67 N 0.408 -1.757 -7.158  C66 1.486, O68 1.207, O69 1.222
68 O -0.167 -1.555 -8.200  N67 1.207
69 O -0.075 -2.313 -6.183  N67 1.222
70 H 2.131 -0.837 -7.947  C66 1.083
71 H 1.853 -0.610 -6.192  C66 1.086
72 H 2.418 -2.188 -6.813  C66 1.085
73 C -3.248 -2.436 4.536  N74 1.489, H77 1.083, H78 1.086, H79 1.086
74 N -2.202 -1.376 4.540  C73 1.489, O75 1.214, O76 1.217
75 O -2.245 -0.510 3.691  N74 1.214
76 O -1.355 -1.432 5.411  N74 1.217
77 H -3.925 -2.246 3.712  C73 1.083
78 H -2.744 -3.391 4.418  C73 1.086
79 H -3.765 -2.386 5.490  C73 1.086
80 C 6.024 -1.127 -4.411  N81 1.490, H84 1.082, H85 1.085, H86 1.086
81 N 7.134 -1.620 -5.272  C80 1.490, O82 1.214, O83 1.213
82 O 6.839 -2.292 -6.240  N81 1.214
83 O 8.261 -1.313 -4.943  N81 1.213
84 H 5.083 -1.474 -4.818  C80 1.082
85 H 6.186 -1.526 -3.416  C80 1.085
86 H 6.070 -0.042 -4.409  C80 1.086
87 C 0.892 -0.385 7.454  N88 1.488, H91 1.083, H92 1.083, H93 1.085
88 N 1.909 -1.097 8.276  C87 1.488, O89 1.211, O90 1.215
89 O 3.074 -0.790 8.149  N88 1.211
90 O 1.477 -1.955 9.021  N88 1.215
91 H 1.395 0.349 6.836  C87 1.083
92 H 0.390 -1.126 6.845  C87 1.083
93 H 0.197 0.091 8.139  C87 1.085
94 C 1.033 9.036 -4.540  N95 1.489, H98 1.083, H99 1.085, H100 1.086
95 N 0.897 9.176 -3.064  C94 1.489, O96 1.213, O97 1.216
96 O -0.181 9.510 -2.619  N95 1.213
97 O 1.884 8.944 -2.392  N95 1.216
98 H 0.080 9.273 -4.995  C94 1.083
99 H 1.806 9.727 -4.862  C94 1.085
100 H 1.322 8.009 -4.745  C94 1.086
101 C 6.761 -5.201 3.223  N102 1.490, H105 1.083, H106 1.085, H107 1.085
102 N 6.707 -5.261 1.736  C101 1.490, O103 1.219, O104 1.209
103 O 5.624 -5.114 1.196  N102 1.219
104 O 7.752 -5.452 1.158  N102 1.209
105 H 5.760 -5.026 3.597  C101 1.083
106 H 7.149 -6.152 3.572  C101 1.085
107 H 7.428 -4.389 3.492  C101 1.085
108 C -0.508 -4.321 8.006  N109 1.487, H112 1.082, H113 1.086, H114 1.085
109 N -1.784 -4.563 7.282  C108 1.487, O110 1.212, O111 1.219
110 O -2.787 -4.014 7.684  N109 1.212
111 O -1.731 -5.301 6.314  N109 1.219
112 H -0.700 -3.649 8.833  C108 1.082
113 H -0.140 -5.279 8.360  C108 1.086
114 H 0.183 -3.877 7.298  C108 1.085
115 C -1.772 10.834 -0.005  N116 1.489, H119 1.083, H120 1.085, H121 1.084
116 N -1.879 10.954 1.476  C115 1.489, O117 1.213, O118 1.214
117 O -2.948 11.289 1.941  N116 1.213
118 O -0.878 10.703 2.116  N116 1.214
119 H -2.732 11.083 -0.442  C115 1.083
120 H -1.002 11.523 -0.334  C115 1.085
121 H -1.495 9.810 -0.230  C115 1.084

Output
gap between HOMO and LUMO = 7.96 eV
E_tot = -145574.266 eV
molar mass = 1184.50 g/mol
net charge = +1
ΔE to the lowest compared entry with this formula, charge and spin = 0.00 kcal/mol

---

(2)
Density functional theory data (wB97M-V/def2-TZVPD) for a cluster of 11 separate species, C18H56NO13 in total in a non-equilibrium geometry.

Bonds (Å) are listed after each position.
Geometry (Å):
1 N -0.064 -0.465 0.443  O2 1.251, O3 1.242, O4 1.258
2 O -0.781 0.074 1.314  N1 1.251
3 O 0.936 -1.122 0.775  N1 1.242
4 O -0.324 -0.278 -0.774  N1 1.258
5 O -2.721 -1.100 -1.866  H6 0.975, H7 0.961
6 H -1.904 -0.642 -1.595  O5 0.975
7 H -2.981 -0.668 -2.684  O5 0.961
8 O 0.834 -4.067 0.505  H9 0.966, H10 0.969
9 H 1.143 -3.151 0.480  O8 0.966
10 H 0.141 -4.080 -0.173  O8 0.969
11 O -1.106 -3.502 -1.547  H12 0.968, H13 0.963
12 H -1.226 -2.544 -1.474  O11 0.968
13 H -1.998 -3.850 -1.447  O11 0.963
14 O -1.264 -3.313 2.632  H15 0.963, H16 0.970
15 H -0.326 -3.231 2.429  O14 0.963
16 H -1.602 -2.403 2.646  O14 0.970
17 C -5.269 -1.444 3.059  C18 1.514, H21 1.090, H22 1.093, H23 1.094
18 C -4.268 -1.016 2.007  C17 1.514, C19 1.510, O20 1.430, H24 1.101
19 C -4.611 0.310 1.373  C18 1.510, H25 1.093, H26 1.097, H27 1.095
20 O -2.993 -0.927 2.649  C18 1.430, H28 0.972
21 H -4.964 -2.391 3.504  C17 1.090
22 H -6.268 -1.559 2.630  C17 1.093
23 H -5.348 -0.692 3.850  C17 1.094
24 H -4.221 -1.801 1.237  C18 1.101
25 H -5.532 0.319 0.783  C19 1.093
26 H -3.829 0.621 0.669  C19 1.097
27 H -4.657 1.089 2.140  C19 1.095
28 H -2.370 -0.443 2.081  O20 0.972
29 C 5.428 -3.332 0.571  C30 1.519, H33 1.090, H34 1.096, H35 1.092
30 C 3.990 -2.997 0.925  C29 1.519, C31 1.522, O32 1.424, H36 1.098
31 C 3.658 -3.300 2.379  C30 1.522, H37 1.088, H38 1.096, H39 1.092
32 O 3.818 -1.612 0.643  C30 1.424, H40 0.966
33 H 5.617 -3.223 -0.498  C29 1.090
34 H 5.649 -4.381 0.800  C29 1.096
35 H 6.127 -2.714 1.138  C29 1.092
36 H 3.334 -3.589 0.273  C30 1.098
37 H 2.608 -3.094 2.578  C31 1.088
38 H 4.290 -2.684 3.027  C31 1.096
39 H 3.906 -4.333 2.631  C31 1.092
40 H 2.915 -1.348 0.864  O32 0.966
41 C 0.214 -1.838 -4.171  C42 1.529, H45 1.093, H46 1.095, H47 1.093
42 C 0.739 -3.246 -4.451  C41 1.529, C43 1.536, O44 1.405, H48 1.094
43 C 2.054 -3.491 -3.696  C42 1.536, H49 1.096, H50 1.086, H51 1.094
44 O -0.218 -4.224 -4.131  C42 1.405, H52 0.973
45 H 0.162 -1.617 -3.101  C41 1.093
46 H -0.805 -1.749 -4.562  C41 1.095
47 H 0.812 -1.056 -4.648  C41 1.093
48 H 0.952 -3.292 -5.523  C42 1.094
49 H 2.868 -2.924 -4.163  C43 1.096
50 H 2.296 -4.550 -3.675  C43 1.086
51 H 1.981 -3.094 -2.680  C43 1.094
52 H -0.529 -4.101 -3.217  O44 0.973
53 C 1.629 2.175 -3.121  C54 1.520, H57 1.095, H58 1.091, H59 1.094
54 C 0.438 3.085 -3.369  C53 1.520, C55 1.527, O56 1.434, H60 1.095
55 C -0.868 2.299 -3.469  C54 1.527, H61 1.088, H62 1.098, H63 1.093
56 O 0.323 4.101 -2.364  C54 1.434, H64 0.971
57 H 1.900 1.629 -4.031  C53 1.095
58 H 1.446 1.447 -2.329  C53 1.091
59 H 2.514 2.766 -2.869  C53 1.094
60 H 0.610 3.654 -4.289  C54 1.095
61 H -1.723 2.955 -3.319  C55 1.088
62 H -0.894 1.539 -2.677  C55 1.098
63 H -0.954 1.754 -4.412  C55 1.093
64 H 0.535 3.699 -1.505  O56 0.971
65 C 2.931 1.881 0.738  C66 1.521, H69 1.092, H70 1.095, H71 1.091
66 C 1.979 3.060 0.872  C65 1.521, C67 1.524, O68 1.423, H72 1.098
67 C 2.607 4.332 0.315  C66 1.524, H73 1.094, H74 1.087, H75 1.096
68 O 0.781 2.858 0.129  C66 1.423, H76 0.965
69 H 2.615 1.019 1.329  C65 1.092
70 H 3.930 2.152 1.093  C65 1.095
71 H 3.060 1.568 -0.299  C65 1.091
72 H 1.763 3.235 1.934  C66 1.098
73 H 2.884 4.195 -0.734  C67 1.094
74 H 3.467 4.666 0.889  C67 1.087
75 H 1.866 5.140 0.301  C67 1.096
76 H 0.338 2.033 0.362  O68 0.965
77 C -2.537 5.115 2.887  C78 1.519, H81 1.092, H82 1.095, H83 1.089
78 C -2.599 3.599 2.949  C77 1.519, C79 1.515, O80 1.434, H84 1.096
79 C -1.265 3.021 3.376  C78 1.515, H85 1.097, H86 1.090, H87 1.091
80 O -3.554 3.175 3.930  C78 1.434, H88 0.962
81 H -2.473 5.539 3.892  C77 1.092
82 H -3.450 5.525 2.441  C77 1.095
83 H -1.667 5.419 2.308  C77 1.089
84 H -2.843 3.201 1.958  C78 1.096
85 H -0.458 3.370 2.720  C79 1.097
86 H -1.209 1.935 3.293  C79 1.090
87 H -1.014 3.341 4.388  C79 1.091
88 H -4.402 3.581 3.724  O80 0.962

Output
gap between HOMO and LUMO = 9.93 eV
E_tot = -47682.638 eV
molar mass = 494.64 g/mol
net charge = -1
ΔE to the lowest compared entry with this formula, charge and spin = 0.00 kcal/mol